Record 1
Molecular formula: C32H29KN5O4S2
Method: DFT, wB97M-V/def2-TZVPD

Structure (ORCA input):
```
! RIJCOSX wB97M-V def2-TZVPD def2/J DEFGRID3
* xyz -1 1
H 2.27 -3.10 3.21
C -2.65 4.00 -3.97
C 3.99 -5.85 -0.75
C -2.89 4.53 2.99
H 6.03 -2.61 0.05
S 6.09 -5.31 1.08
C -1.92 -1.72 1.31
C 2.43 -0.65 2.16
H -4.43 0.38 0.50
H -1.47 -2.66 1.03
H 4.55 -0.69 0.51
H -1.31 0.66 4.63
N 1.58 -1.95 -1.56
C 2.81 -0.96 -3.09
H 3.73 -1.92 -1.32
C 5.20 -2.72 0.74
O -1.03 3.38 2.02
C -5.21 4.53 -1.32
H 1.98 -3.28 -0.02
H -5.03 5.15 -3.35
C 3.92 -4.07 2.25
O 0.65 1.59 -4.35
C 0.39 1.91 -3.16
H 1.13 -0.13 -4.05
N 1.48 -0.87 -3.43
C 3.29 -1.75 1.89
C 5.30 -6.30 -0.19
C -1.48 3.34 -4.10
C 0.71 -1.44 -2.47
H 0.26 -3.12 -0.49
H 4.05 -4.82 -1.11
C 3.09 -3.00 2.51
H -0.29 1.34 3.39
H -6.17 5.01 -1.17
C -3.33 3.98 -2.73
H -3.90 4.14 2.92
H 1.05 -1.85 0.46
C 4.37 -1.64 1.00
S -0.97 -1.47 -2.37
H -0.47 -1.24 2.83
C -2.73 3.26 -1.67
C -1.89 3.40 2.88
H -2.90 2.41 4.30
N -2.01 2.44 3.83
C -0.94 2.66 -2.97
C 4.98 -3.95 1.36
C -1.96 0.28 2.62
N -1.53 2.63 -1.80
C -1.37 -0.95 2.32
H -2.78 5.04 3.95
H 3.76 -5.02 2.76
C -1.33 1.17 3.67
C -3.57 -0.04 1.02
H -5.12 3.73 0.69
C 2.89 -1.65 -1.93
C 1.71 0.30 2.48
H -3.09 4.54 -4.81
H -0.93 3.28 -5.03
H -3.47 -1.81 -0.18
C -4.58 4.61 -2.52
N -3.04 0.73 1.98
O 5.86 -7.32 -0.52
H 3.71 -6.52 -1.57
C -3.40 3.20 -0.43
C 1.20 -2.59 -0.33
H 3.22 -5.87 0.02
H -2.72 5.23 2.18
H -2.94 2.64 0.38
C -3.05 -1.26 0.64
O 1.05 1.65 -2.15
H 3.58 -0.50 -3.69
C -4.61 3.81 -0.26
K 0.26 1.65 0.33
*
```

The value obtained for the energy above the lowest of the compared OMol25 structures with the same formula, charge and spin is 29.8 kJ/mol. Its calculated total energy is -3208.019730 hartree. The calculation puts the gap between HOMO and LUMO at 6.801 eV.

Record 2
Molecular formula: H10O5
Method: DFT, wB97M-V/def2-TZVPD

Structure (ORCA input):
```
! RIJCOSX wB97M-V def2-TZVPD def2/J DEFGRID3
* xyz 0 1
H -2.19 -0.31 2.20
H -1.27 0.97 -1.23
O 1.74 1.19 0.80
O -0.31 -0.43 -0.29
H 1.33 1.30 1.61
H 0.02 -1.22 -0.80
H -1.58 -0.60 1.06
H 2.50 -1.64 -1.23
H -2.00 1.97 -2.08
H 0.33 0.11 0.05
H 1.26 1.97 0.35
O -2.13 1.11 -1.60
O 1.89 -1.92 -0.64
O -1.92 -1.00 1.69
H 2.32 -1.49 0.09
*
```

The value obtained for the energy above the lowest of the compared OMol25 structures with the same formula, charge and spin is 271.6 kJ/mol. Its calculated total energy is -382.120718 hartree. The calculation puts the gap between HOMO and LUMO at 10.874 eV. The SMILES is O.O.O.O.O.

Record 3
Molecular formula: C6H12N4O2S
Method: DFT, wB97M-V/def2-TZVPD

Structure (ORCA input):
```
! RIJCOSX wB97M-V def2-TZVPD def2/J DEFGRID3
* xyz 2 1
H -3.81 0.35 1.12
H -2.62 1.52 1.81
H 3.04 0.72 1.82
N -0.78 0.08 -0.26
H 3.08 -1.27 -0.35
C 1.03 1.11 -0.68
C -3.09 0.06 -1.31
H -2.62 0.12 -2.29
C 1.03 -1.37 -0.30
H -2.07 1.57 -0.52
H -3.28 -0.96 -1.01
H -2.12 -0.17 1.62
C -0.51 -1.26 -0.25
O -1.24 -2.19 -0.02
N 3.09 -0.26 -0.17
N -2.17 0.63 -0.22
H 4.55 0.59 1.19
C 3.56 -0.01 1.21
S 0.97 2.66 -1.03
H 3.63 0.30 -1.00
H 3.64 -1.06 1.67
C -2.71 0.61 1.13
N 1.70 0.00 -0.31
H -4.01 0.58 -1.47
O 1.71 -2.33 -0.39
*
```

The value obtained for the energy above the lowest of the compared OMol25 structures with the same formula, charge and spin is 314.3 kJ/mol. Its calculated total energy is -1002.687347 hartree. The calculation puts the gap between HOMO and LUMO at 8.466 eV.

Record 4
Molecular formula: C2H6NP
Method: DFT, wB97M-V/def2-TZVPD

Structure (ORCA input):
```
! RIJCOSX wB97M-V def2-TZVPD def2/J DEFGRID3
* xyz 0 1
H 0.11 -1.79 -0.53
C 0.80 -0.97 -0.17
C 0.09 0.29 -0.50
H 0.57 -0.97 0.96
H 1.84 -1.10 -0.21
H -0.07 1.91 -1.75
N 0.52 1.08 -1.35
H -1.33 -0.87 1.83
P -1.50 0.73 0.37
H -1.03 1.68 1.33
*
```

The value obtained for the energy above the lowest of the compared OMol25 structures with the same formula, charge and spin is 250.2 kJ/mol. Its calculated total energy is -475.761831 hartree. The calculation puts the gap between HOMO and LUMO at 8.675 eV.

Record 5
Molecular formula: C4H8O2
Method: DFT, wB97M-V/def2-TZVPD

Structure (ORCA input):
```
! RIJCOSX wB97M-V def2-TZVPD def2/J DEFGRID3
* xyz 0 1
O 1.09 -1.00 -0.91
H -2.17 1.15 -0.49
C 0.74 0.21 1.05
H -1.69 -0.23 -1.46
H -1.01 0.28 1.46
H 0.46 -0.88 -1.63
H 1.83 0.74 -0.34
H -0.56 1.13 -1.24
C -0.72 -0.11 0.51
H 0.84 0.12 2.14
O 1.54 1.16 0.49
C -1.31 0.51 -0.73
H 0.52 -2.04 0.80
C 0.45 -1.05 0.35
*
```

The value obtained for the energy above the lowest of the compared OMol25 structures with the same formula, charge and spin is 305.8 kJ/mol. Its calculated total energy is -307.595961 hartree. The calculation puts the gap between HOMO and LUMO at 9.279 eV. The SMILES is C[C@H]1[C@@H](O)[C@H]1O.

Record 6
Molecular formula: C3H14N2O2S
Method: DFT, wB97M-V/def2-TZVPD

Structure (ORCA input):
```
! RIJCOSX wB97M-V def2-TZVPD def2/J DEFGRID3
* xyz 0 1
H 1.86 -0.08 -3.32
H -2.25 1.01 3.61
C -0.23 -1.73 1.02
O 1.11 -0.35 -2.79
H -0.70 0.60 0.82
H 0.31 -2.68 1.03
H -1.30 2.16 -0.72
O -1.79 0.86 2.79
H -1.20 0.09 2.89
H 0.71 -0.80 -0.63
H 2.71 -0.66 -0.02
H 0.98 0.92 -2.03
N 0.55 1.62 -1.33
H -1.29 0.98 -2.03
C -0.32 -1.03 -0.33
H -1.23 -1.89 1.43
C -0.81 1.27 -1.10
S 0.68 -0.73 2.26
H 2.95 0.01 0.20
H -0.76 -1.51 -1.20
H 1.10 1.71 -0.48
N -1.07 0.22 -0.07
*
```

The value obtained for the energy above the lowest of the compared OMol25 structures with the same formula, charge and spin is 717.7 kJ/mol. Its calculated total energy is -780.590133 hartree. The calculation puts the gap between HOMO and LUMO at 3.648 eV.

Record 7
Molecular formula: C5H8NO5S
Method: DFT, wB97M-V/def2-TZVPD

Structure (ORCA input):
```
! RIJCOSX wB97M-V def2-TZVPD def2/J DEFGRID3
* xyz -1 1
C 0.14 -0.10 -2.39
O 0.81 2.07 -1.21
C 2.05 0.80 1.39
O -3.01 2.56 -1.30
H 2.38 1.12 2.45
O -1.36 1.31 -0.08
H 2.64 0.10 0.82
C 0.90 1.34 1.02
H 0.82 -1.77 0.07
O -3.00 0.06 -1.39
N 0.21 -0.13 -1.04
O -0.03 -1.06 -3.13
H -0.45 -2.16 -0.96
H -0.72 -1.05 0.61
H -2.49 -0.73 -1.59
H 0.27 2.03 1.59
C -0.05 -1.33 -0.29
C 0.34 1.18 -0.44
H 0.48 0.99 -2.71
S -2.07 1.45 -1.51
*
```

The value obtained for the energy above the lowest of the compared OMol25 structures with the same formula, charge and spin is 169.6 kJ/mol. Its calculated total energy is -1024.466567 hartree. The calculation puts the gap between HOMO and LUMO at 8.534 eV.

Record 8
Molecular formula: H19O10Pb
Method: DFT, wB97M-V/def2-TZVPD

Structure (ORCA input):
```
! RIJCOSX wB97M-V def2-TZVPD def2/J DEFGRID3
* xyz 1 1
H 1.94 -1.12 0.24
H 0.74 -1.10 -2.31
H -0.13 2.07 -2.18
O 0.61 -0.14 -2.34
H -1.00 2.94 2.01
Pb 1.09 0.67 2.63
O 2.53 -1.84 -0.08
O -0.09 2.73 -1.50
O -0.50 -2.73 0.60
O 0.98 0.18 0.34
H 0.03 0.23 0.36
O -2.55 1.10 -0.24
O -1.04 -0.63 2.82
H -1.28 -0.79 3.73
H -1.63 -1.21 2.34
H 2.92 1.60 -1.58
H -3.16 1.42 0.42
H 0.08 -2.40 1.25
H -0.77 -1.23 -2.05
O -0.49 2.43 1.38
H 0.44 2.31 -0.83
O -1.58 -1.78 -1.92
H -0.07 -3.60 0.38
H 1.91 -2.35 -0.61
H -1.37 -2.04 -1.02
O 2.88 1.60 -0.64
H 0.79 0.23 -1.44
H -0.95 2.29 0.53
H -2.54 0.20 0.08
H 2.21 1.00 -0.36
*
```

The value obtained for the energy above the lowest of the compared OMol25 structures with the same formula, charge and spin is 63.4 kJ/mol. Its calculated total energy is -956.347885 hartree. The calculation puts the gap between HOMO and LUMO at 7.649 eV.

One value per record, in order, for E_HOMO: -4.65 -10.83 -17.64 -9.26 -8.52 -8.31 -5.01 -13.63 eV.